Formula: C39H31F9N3NiOP
Source: the Open Molecules 2025 dataset
Level of theory: ωB97M-V/def2-TZVPD

Summary:
- 2S+1 = 1
- HOMO level (eV) = -8.30
- HOMO-LUMO gap (eV) = 8.256
- net charge = 0
- energy relative to the best compared isomer or geometry (same formula, charge and spin) (eV) = 0.3603
- F_max (eV Å⁻¹) = 0.42

Each line ends with the Löwdin charge.
Cartesian coordinates (Å):
Ni -3.1570 1.2875 -1.4561  0.455
O -5.4967 -0.6725 -3.9626  0.043
C -4.7586 -0.2742 -3.0680  -0.491
N -4.5887 0.9616 -2.6044  -0.046
C -5.2483 2.0739 -3.2260  -0.139
C -4.4637 3.3045 -2.8742  -0.213
C -4.7875 4.5599 -3.3694  -0.013
C -3.9917 5.6411 -3.0494  -0.051
C -2.8809 5.4400 -2.2426  -0.046
C -2.6288 4.1719 -1.7644  -0.083
N -3.4101 3.1229 -2.0551  0.049
C -3.8513 -1.2135 -2.3092  -0.150
C -3.8423 -2.5746 -2.5248  0.015
C -2.9617 -3.3543 -1.7899  -0.036
C -2.1258 -2.7394 -0.8722  -0.043
C -2.1941 -1.3651 -0.7106  -0.098
N -3.0413 -0.6201 -1.4156  0.041
H -6.2801 2.1891 -2.8706  0.138
H -5.3068 1.9580 -4.3135  0.135
H -5.6531 4.6690 -4.0087  0.121
H -4.2261 6.6261 -3.4315  0.112
H -2.2152 6.2515 -1.9847  0.108
H -1.7906 3.9469 -1.1277  0.085
H -4.5159 -2.9807 -3.2662  0.124
H -2.9222 -4.4260 -1.9369  0.113
H -1.4143 -3.3088 -0.2913  0.089
H -1.5382 -0.8318 -0.0382  0.051
C 0.2307 4.1467 1.3056  -0.056
C -0.6083 2.9914 1.8704  -0.624
C 0.3055 2.0773 2.6964  -0.070
C -1.6984 3.5651 2.7898  -0.058
C -1.2746 2.2420 0.7807  -0.138
C -1.8780 1.6744 -0.1124  -0.066
H 0.7500 4.6586 2.1192  0.085
H -0.3929 4.8820 0.7962  0.074
H 0.9789 3.7837 0.5988  0.078
H 0.6716 2.6101 3.5772  0.091
H 1.1727 1.7565 2.1170  0.062
H -0.2329 1.1879 3.0268  0.078
H -1.2475 4.1823 3.5710  0.082
H -2.2616 2.7599 3.2624  0.086
H -2.3991 4.1772 2.2203  0.083
F 6.3345 0.0797 4.8826  0.143
C 5.4612 1.0420 4.5242  -0.585
F 6.1715 1.9886 3.8852  0.138
F 4.9953 1.5891 5.6582  0.138
C 4.3599 0.4933 3.6619  -0.118
C 4.6006 0.2806 2.3116  0.002
C 3.6054 -0.2566 1.5115  -0.067
C 2.3629 -0.5801 2.0513  -0.377
C 2.1343 -0.3508 3.4061  -0.111
C 3.1294 0.1737 4.2150  0.001
P 0.9688 -1.3120 1.1079  1.117
C 1.4217 -1.0046 -0.6354  -0.376
C 1.5478 0.3203 -1.0597  -0.081
C 1.7212 0.6212 -2.3957  0.003
C 1.7508 -0.4031 -3.3347  -0.120
C 1.6023 -1.7198 -2.9372  0.002
C 1.4348 -2.0170 -1.5907  -0.074
C 1.9293 -0.0429 -4.7814  -0.585
F 3.0800 0.6296 -4.9845  0.138
F 1.9542 -1.1197 -5.5814  0.137
F 0.9378 0.7560 -5.2192  0.142
C 1.3960 -3.0902 1.3244  -0.370
C 0.4484 -3.9154 1.9213  -0.091
C 0.7197 -5.2573 2.1556  -0.004
C 1.9502 -5.7756 1.7905  -0.118
C 2.9125 -4.9639 1.2002  0.004
C 2.6348 -3.6281 0.9755  -0.070
C 2.2288 -7.2389 1.9940  -0.586
F 1.5982 -7.7254 3.0757  0.140
F 1.8124 -7.9684 0.9393  0.142
F 3.5391 -7.4875 2.1470  0.140
H 5.5616 0.5389 1.8865  0.126
H 3.7993 -0.4135 0.4578  0.107
H 1.1626 -0.5754 3.8306  0.105
H 2.9446 0.3499 5.2656  0.125
H 1.4817 1.1227 -0.3371  0.098
H 1.8158 1.6513 -2.7144  0.129
H 1.6137 -2.5128 -3.6718  0.121
H 1.3135 -3.0502 -1.2930  0.102
H -0.5079 -3.5013 2.2186  0.101
H -0.0185 -5.8919 2.6272  0.124
H 3.8749 -5.3766 0.9296  0.125
H 3.3901 -2.9953 0.5254  0.111

***

Formula: C16H10BrEuF5O
Source: the Open Molecules 2025 dataset
Level of theory: ωB97M-V/def2-TZVPD

Summary:
- 2S+1 = 7
- HOMO level (spin up / spin down) (eV) = -2.61 / -2.61
- HOMO-LUMO gap (spin up / spin down) (eV) = 2.084 / 4.052
- net charge = -1
- energy relative to the best compared isomer or geometry (same formula, charge and spin) (eV) = 0.0000
- F_max (eV Å⁻¹) = 2.47

Each line ends with the Löwdin charge.
Cartesian coordinates (Å):
C -0.9214 -1.2548 -3.0350  -0.125
C -1.3789 -2.4041 -2.3243  -0.256
C -2.4083 -1.9730 -1.4152  -0.359
H -1.0110 -3.4249 -2.4382  0.082
C -2.4976 -0.5433 -1.5160  -0.200
C -1.6269 -0.1205 -2.5516  -0.119
H -1.5136 0.8954 -2.9337  0.098
H -0.2323 -1.2499 -3.8681  0.091
H -3.0096 -2.6221 -0.7651  0.078
H -3.1502 0.1029 -0.9229  0.088
Eu -0.3497 -1.8162 0.2358  1.697
Br 1.8632 -3.4724 0.1603  -0.335
C 3.0011 1.2334 -1.3065  -0.221
C 2.0331 1.9151 -2.0918  -0.224
C 1.7493 1.1163 -3.2362  -0.246
H 1.6421 2.9108 -1.8974  0.048
C 2.5997 -0.0245 -3.1953  -0.235
C 3.3195 0.0097 -1.9677  -0.227
H 3.9305 -0.7856 -1.5634  0.043
H 3.3998 1.5679 -0.3634  0.047
H 1.0230 1.3478 -4.0016  0.045
H 2.5785 -0.8521 -3.8966  0.047
F -1.5146 1.3003 6.3122  0.090
C -1.1666 1.0600 5.0335  -0.144
C -0.2097 1.8799 4.4179  -0.133
F 0.3138 2.9161 5.1047  0.107
C 0.2029 1.6239 3.1268  -0.121
F 1.0898 2.4164 2.4827  0.115
C -0.2903 0.4795 2.4369  -0.303
O 0.2363 0.1041 1.3101  -0.236
C -1.3534 -0.2487 3.0486  -0.119
F -1.9422 -1.2647 2.2959  -0.028
C -1.7552 -0.0146 4.3460  -0.143
F -2.6507 -0.8081 4.9786  0.097

***

Formula: C8H9F5N2SSbScSe4
Source: the Open Molecules 2025 dataset
Level of theory: ωB97M-V/def2-TZVPD

Summary:
- 2S+1 = 1
- HOMO level (eV) = -7.85
- HOMO-LUMO gap (eV) = 7.526
- net charge = 0
- energy relative to the best compared isomer or geometry (same formula, charge and spin) (eV) = 0.1369
- F_max (eV Å⁻¹) = 0.27

Each line ends with the Löwdin charge.
Cartesian coordinates (Å):
Sc 1.2795 1.2179 -1.3995  0.024
F 4.7807 -2.0814 3.2779  0.136
C 4.4594 -1.1222 2.4147  -0.135
C 3.2258 -1.1310 1.7890  -0.144
F 2.3414 -2.0914 2.0379  0.141
C 2.9393 -0.1157 0.9029  -0.189
F 1.6921 -0.1553 0.2982  -0.035
C 3.7914 0.9249 0.5798  -0.534
S 3.3880 2.2085 -0.5480  0.627
C 5.0248 0.8932 1.2299  -0.238
F 5.9239 1.8442 0.9917  0.101
C 5.3567 -0.1058 2.1279  -0.136
F 6.5442 -0.0956 2.7256  0.137
Se -1.6724 -2.1425 -4.8007  -0.102
Sb -1.0142 0.2227 -3.8152  0.252
Se -0.9484 2.1460 -1.3302  -0.020
Se 1.4815 0.0003 -3.6263  -0.036
Se -1.8448 -1.8040 -2.4566  -0.091
N -3.8354 0.6141 -1.3247  0.085
C -4.4427 0.4084 0.0253  -0.159
C -3.6525 -0.6245 0.8252  -0.280
N -2.2535 -0.3187 1.0430  0.011
H -4.4610 1.1191 -1.9489  0.156
H -3.5689 -0.2819 -1.7792  -0.008
H -2.9353 1.1683 -1.2727  -0.088
H -5.4730 0.0839 -0.1200  0.123
H -4.4471 1.3757 0.5272  0.126
H -3.7250 -1.5938 0.3259  0.108
H -4.1562 -0.7340 1.7885  0.115
H -2.1030 0.6509 1.2992  0.055
H -1.6955 -0.4802 0.2122  -0.003

***

Formula: C31H35Cl3N2O5PS2Sc
Source: the Open Molecules 2025 dataset
Level of theory: ωB97M-V/def2-TZVPD

Summary:
- 2S+1 = 1
- HOMO level (eV) = -1.03
- HOMO-LUMO gap (eV) = 5.107
- net charge = -2
- energy relative to the best compared isomer or geometry (same formula, charge and spin) (eV) = 0.0000
- F_max (eV Å⁻¹) = 0.50

Each line ends with the Löwdin charge.
Cartesian coordinates (Å):
Sc -0.9591 -2.1646 1.1423  0.562
O -5.0994 -2.7453 -0.4937  0.122
C -4.0869 -2.2675 0.2563  -0.458
O -2.9765 -2.1645 -0.1965  0.073
C -4.5002 -1.9493 1.6727  -0.136
O -3.7504 -0.9406 2.2703  -0.135
C -3.7312 0.3033 1.6113  -0.112
C -2.4730 0.5920 0.7761  -0.632
O -2.5445 1.5428 -0.0039  0.006
O -1.4434 -0.1256 0.9937  -0.154
H -4.6831 -3.0182 -1.3259  0.133
H -4.2797 -2.8719 2.2228  0.135
H -5.5768 -1.7333 1.6804  0.134
H -3.7517 1.0735 2.3880  0.133
H -4.6081 0.4536 0.9702  0.132
S 0.1455 -5.1771 -0.3086  0.476
C 0.0056 -3.8978 -1.3711  -1.204
N -0.3811 -2.6505 -1.0973  -0.095
C -0.4671 -1.8589 -2.2275  -0.324
C -0.9034 -0.5327 -2.2540  -0.030
C -0.9591 0.1365 -3.4651  -0.107
C -0.5744 -0.4817 -4.6557  -0.132
C -0.1357 -1.7974 -4.6409  -0.126
C -0.0930 -2.4789 -3.4339  -0.505
S 0.3615 -4.1157 -3.0954  0.945
H -1.1781 -0.0323 -1.3369  0.071
H -1.2908 1.1675 -3.4775  0.091
H -0.6117 0.0665 -5.5891  0.085
H 0.1618 -2.2887 -5.5602  0.091
Cl -1.0358 -1.3053 4.1437  0.655
C -1.2736 -2.9983 4.5460  -0.577
C -1.0131 -3.3967 5.8341  -0.172
C -1.2279 -4.7210 6.2164  -0.164
C -1.7271 -5.5934 5.2536  -0.184
C -1.9798 -5.1687 3.9693  -0.607
Cl -2.6487 -6.3409 2.8421  0.575
C -1.7372 -3.8423 3.4686  -0.524
N -1.9312 -3.4376 2.2409  -0.128
H -0.6386 -2.6651 6.5396  0.083
H -1.0147 -5.0578 7.2221  0.068
H -1.9276 -6.6301 5.4985  0.079
C 2.4208 1.3771 1.9199  -0.108
C 1.9124 2.4670 0.9716  -0.695
C 0.5619 2.9633 1.5076  -0.104
C 2.8843 3.6470 0.9568  -0.097
P 1.4848 1.6462 -0.6615  1.186
C 1.0297 3.1264 -1.6619  -0.346
C 1.9026 4.0123 -2.2974  -0.117
C 1.4322 5.1031 -3.0139  -0.104
C 0.0660 5.3394 -3.0972  -0.115
C -0.8158 4.4758 -2.4649  -0.088
C -0.3406 3.3765 -1.7609  -0.105
C 3.0297 0.9462 -1.4618  -0.695
C 2.7791 0.9217 -2.9733  -0.100
C 3.0871 -0.5204 -0.9940  -0.117
C 4.3860 1.5924 -1.1748  -0.102
H 2.5276 1.7964 2.9263  0.083
H 3.3973 0.9944 1.6200  0.061
H 1.7424 0.5240 1.9760  0.028
H 0.7078 3.3066 2.5374  0.081
H -0.1859 2.1704 1.5042  0.064
H 0.1738 3.8005 0.9224  0.074
H 2.8448 4.1509 1.9292  0.076
H 2.6186 4.3885 0.2009  0.063
H 3.9160 3.3398 0.7906  0.057
H 2.9701 3.8452 -2.2391  0.082
H 2.1332 5.7701 -3.5029  0.091
H -0.3064 6.1911 -3.6549  0.088
H -1.8840 4.6489 -2.5198  0.099
H -1.0354 2.7060 -1.2631  0.076
H 1.7941 0.5131 -3.2097  0.064
H 3.5257 0.2669 -3.4353  0.083
H 2.8564 1.9087 -3.4330  0.062
H 2.1912 -1.0720 -1.2814  0.066
H 3.1707 -0.6273 0.0862  0.034
H 3.9539 -1.0071 -1.4546  0.083
H 4.4247 2.6544 -1.4214  0.056
H 5.1524 1.0856 -1.7724  0.077
H 4.6684 1.4823 -0.1279  0.062
Cl 1.3619 -2.1972 1.8021  -0.044

***

Formula: C8H19NO
Source: the Open Molecules 2025 dataset
Level of theory: ωB97M-V/def2-TZVPD

Summary:
- 2S+1 = 1
- HOMO level (spin up / spin down) (eV) = -5.86 / -5.87
- HOMO-LUMO gap (spin up / spin down) (eV) = 6.651 / 6.656
- net charge = 0
- energy relative to the best compared isomer or geometry (same formula, charge and spin) (eV) = 3.5063
- F_max (eV Å⁻¹) = 2.50

Each line ends with the Löwdin charge.
Cartesian coordinates (Å):
C 1.3679 -0.6540 0.6784  -0.396
C -1.2626 1.3486 0.3990  -0.328
C -0.2248 -1.1095 -1.1287  -0.442
C 2.6379 0.0213 1.0631  -0.024
C -1.3550 1.2402 1.9146  -0.132
C -0.2512 2.4010 -0.0374  -0.127
C -0.3327 -0.8357 -2.6091  -0.088
C -0.8796 -2.4025 -0.6941  -0.079
N 1.0075 -0.7850 -0.5998  0.083
O 0.7184 -1.3077 1.6945  0.048
H -0.2268 -1.3198 1.5005  0.085
H 1.5707 -0.2062 -1.2149  0.155
H -2.2471 1.6272 0.0100  0.094
H -1.0285 0.3085 -0.1901  0.100
H 2.9996 0.6620 0.2597  0.080
H 3.4188 -0.7061 1.3080  0.083
H 2.4738 0.6276 1.9549  0.084
H -2.0945 0.4941 2.2163  0.069
H -0.5243 3.3994 0.3139  0.070
H -0.3910 0.9717 2.3512  0.057
H -1.6502 2.1893 2.3646  0.069
H -0.1815 2.4429 -1.1257  0.064
H 0.7364 2.1564 0.3538  0.052
H -0.3638 -2.9025 0.1266  0.069
H -1.3826 -0.7920 -2.8995  0.077
H 0.1286 0.1184 -2.8665  0.064
H 0.1388 -1.6120 -3.2260  0.070
H -1.9248 -2.2451 -0.4080  0.074
H -0.8774 -3.1306 -1.5093  0.069

***

Formula: C20H32As2CoP2
Source: the Open Molecules 2025 dataset
Level of theory: ωB97M-V/def2-TZVPD

Summary:
- 2S+1 = 4
- HOMO level (spin up / spin down) (eV) = -14.79 / -15.06
- HOMO-LUMO gap (spin up / spin down) (eV) = 9.736 / 8.075
- net charge = +2
- F_max (eV Å⁻¹) = 0.25

Each line ends with the Löwdin charge.
Cartesian coordinates (Å):
Co 0.1472 -0.0558 0.4688  0.067
C 3.3513 -1.7234 0.4224  -0.236
P 1.6928 -1.6085 -0.2985  0.812
C 1.9722 -1.7390 -2.0868  -0.217
C 0.7973 -3.1250 0.1720  -0.374
C 1.4911 -4.3089 0.4164  -0.066
C 0.8087 -5.4746 0.7293  -0.032
C -0.5775 -5.4702 0.8003  -0.032
C -1.2813 -4.2989 0.5640  -0.066
C -0.6098 -3.1182 0.2537  -0.374
P -1.5350 -1.5811 -0.0614  0.815
C -2.9680 -1.5960 1.0486  -0.227
C -2.2573 -1.7542 -1.7160  -0.213
H 3.9329 -2.4978 -0.0780  0.061
H 3.2895 -1.9493 1.4858  0.045
H 3.8653 -0.7712 0.2932  0.058
H 2.4205 -2.7070 -2.3113  0.067
H 2.6458 -0.9456 -2.4121  0.061
H 1.0346 -1.6460 -2.6336  0.039
H 2.5726 -4.3332 0.3617  0.110
H 1.3592 -6.3876 0.9146  0.125
H -1.1114 -6.3799 1.0409  0.125
H -2.3626 -4.3161 0.6260  0.110
H -3.6198 -2.4425 0.8331  0.058
H -3.5409 -0.6799 0.9034  0.053
H -2.6414 -1.6494 2.0862  0.040
H -2.8322 -2.6806 -1.7516  0.066
H -1.4809 -1.7914 -2.4786  0.043
H -2.9191 -0.9142 -1.9267  0.057
C -0.6810 -0.6239 4.2377  -0.262
As 0.3652 0.2623 2.8814  1.114
C 2.1659 0.0969 3.5705  -0.257
C 0.0097 2.1507 3.1308  -0.412
C -0.0246 2.6669 4.4254  -0.091
C -0.1760 4.0296 4.6347  -0.038
C -0.2865 4.8894 3.5497  -0.038
C -0.2646 4.3834 2.2590  -0.089
C -0.1227 3.0144 2.0400  -0.413
As -0.2495 2.3356 0.2304  1.102
C 0.6494 3.6386 -0.8631  -0.260
C -2.1212 2.6485 -0.1647  -0.259
H -0.2320 -0.4280 5.2087  0.042
H -0.6791 -1.6961 4.0525  0.034
H -1.7010 -0.2469 4.2214  0.042
H 2.2020 0.5926 4.5386  0.043
H 2.8688 0.5771 2.8931  0.037
H 2.4234 -0.9541 3.6900  0.036
H 0.0755 2.0108 5.2819  0.107
H -0.2009 4.4212 5.6429  0.123
H -0.3934 5.9541 3.7087  0.123
H -0.3626 5.0668 1.4248  0.105
H 0.0879 4.5691 -0.8289  0.040
H 0.6853 3.2761 -1.8877  0.039
H 1.6599 3.7972 -0.4958  0.046
H -2.3395 3.7013 0.0055  0.045
H -2.7341 2.0469 0.5042  0.027
H -2.3389 2.3916 -1.1999  0.039

***

The records above give, respectively, E values of -4492.810559 -4474.577869 -11924.096098 -4967.340652 -446.103867 -7317.820030 hartree.